No. 1
This record from OMol25 describes 2 unconnected molecules or ions with the total composition C24H28F13N3O5P at a distorted geometry. The level of theory is the ωB97M-V functional and the def2-TZVPD basis.

The geometry in XYZ format:
```
74
Properties=species:S:1:pos:R:3
C -7.396 -5.114 0.255
C -6.437 -4.114 -0.136
C -4.908 -4.385 -0.453
C -4.366 -3.804 -1.838
P -5.447 -2.837 -3.054
O -4.935 -3.196 -4.674
O -4.996 -1.162 -2.861
C -2.835 -4.088 -2.163
C -2.084 -4.926 -1.027
C -0.503 -5.254 -1.238
C 0.401 -3.931 -1.365
C 0.664 -3.156 0.010
F 0.466 -4.020 1.149
F 2.058 -2.794 0.030
C -0.315 -1.875 0.252
F -0.444 -1.152 -0.994
F -1.542 -2.408 0.734
C 0.282 -0.829 1.317
F 1.042 -1.470 2.366
F 1.243 -0.006 0.605
C -0.799 0.101 2.056
F -1.608 -0.637 2.995
F -0.028 1.010 2.887
C -1.716 1.001 1.097
F -0.959 1.808 0.168
F -2.626 0.227 0.281
C -2.683 2.048 1.891
F -1.978 3.086 2.547
F -3.452 2.695 0.850
F -3.646 1.388 2.707
N -2.683 -5.392 0.172
N -3.964 -5.091 0.371
C -4.525 -5.595 1.706
O -5.092 -4.844 2.553
O -4.293 -6.960 1.921
H -8.229 -4.905 1.031
H -7.246 -6.166 -0.206
H -6.858 -3.040 -0.248
H -5.440 -2.571 -5.252
H -4.095 -1.064 -3.265
H -2.318 -3.705 -3.107
H -0.178 -5.922 -0.355
H -0.451 -5.923 -2.182
H 1.443 -4.282 -1.741
H -0.035 -3.297 -2.211
C 5.496 2.557 0.560
C 5.213 3.977 -0.012
C 5.090 5.017 1.135
C 3.775 4.937 1.898
C 2.598 5.032 0.937
C 2.660 3.975 -0.193
N 3.995 3.943 -0.882
O 4.051 4.993 -1.689
C 2.321 2.588 0.406
C 1.489 4.237 -1.182
C 6.517 4.319 -0.791
H 5.719 2.587 1.629
H 4.682 1.850 0.413
H 6.347 2.081 0.064
H 5.184 6.031 0.726
H 5.920 4.902 1.838
H 3.731 4.013 2.482
H 3.723 5.758 2.621
H 1.665 4.924 1.500
H 2.575 6.042 0.507
H 2.474 1.793 -0.329
H 1.272 2.539 0.713
H 2.896 2.351 1.302
H 1.506 5.248 -1.596
H 0.524 4.128 -0.680
H 1.511 3.524 -2.012
H 6.647 3.659 -1.654
H 7.391 4.194 -0.145
H 6.540 5.353 -1.147
```

## Properties
Net charge: +1
Lowest unoccupied orbital energy, eV: -7.8
HOMO, eV: -9.64
HOMO-LUMO gap, eV: 1.9

No. 2
This record from OMol25 describes a molecular structure, C24H28F2N2O2 at a distorted geometry. The level of theory is the ωB97M-V functional and the def2-TZVPD basis.

The geometry in XYZ format:
```
58
Properties=species:S:1:pos:R:3
O 2.811 2.519 2.023
C 2.018 2.971 1.268
N 0.832 3.367 1.848
H 0.178 3.799 1.272
C 0.740 3.265 3.254
C -0.181 2.021 3.438
C 0.490 0.965 3.623
C 0.005 -0.561 3.632
C -1.387 -0.614 3.452
C -2.172 0.601 3.158
C -1.685 1.710 3.365
H -2.105 2.635 3.241
H -3.074 0.568 2.979
F -2.156 -1.809 3.361
F 0.748 -1.659 3.787
H 1.536 0.911 3.796
H -0.066 4.179 3.589
H 1.420 3.302 3.897
C 2.176 3.153 -0.116
H 3.078 3.020 -0.323
H 2.238 4.365 -0.159
C 0.995 2.735 -0.882
H 0.061 3.041 -0.763
H 1.268 3.044 -1.972
C 1.149 0.880 -0.855
C 0.312 0.608 0.249
N 0.244 -0.634 0.343
C -1.132 -1.481 -0.108
C -1.224 -1.239 -1.612
C -1.764 -0.240 -2.404
C -1.809 -0.380 -3.691
C -1.155 -1.392 -4.386
C -0.772 -2.470 -3.757
C -0.580 -2.364 -2.399
H -0.216 -3.238 -1.845
C -0.432 -3.593 -4.719
H 0.923 -3.754 -4.692
H -1.033 -4.266 -4.663
C -0.697 -2.770 -6.052
H -1.523 -3.325 -6.517
H 0.113 -2.453 -6.842
O -1.473 -1.356 -5.648
H -2.210 0.652 -4.196
H -2.062 0.678 -1.809
H -1.865 -0.799 0.388
H -1.114 -2.378 0.074
C 1.397 -1.412 0.114
C 2.185 -1.017 -1.213
C 2.422 0.282 -1.011
H 2.868 0.746 -1.805
H 3.009 0.611 -0.168
H 1.596 -1.444 -1.912
H 3.126 -1.801 -1.179
H 1.126 -2.463 0.138
H 1.941 -1.191 0.959
H -0.880 1.179 0.381
H 1.036 0.973 1.174
H 0.410 0.894 -1.759
```

## Properties
Lowest unoccupied orbital energy, eV: 0.6
HOMO, eV: -6.94
HOMO-LUMO gap, eV: 7.5